w) 16
Properties=species:S:1:pos:R:3:nbo_charge:R:1 method="wB97M-V/def2-TZVPD" spin_multiplicity=1 gap_ev=10.2138 smiles=CCN.CO homo_energy_ev=-9.12
C 2.09554 -0.87265 0.58219 -0.626
C 0.81683 -1.12917 -0.17867 -0.222
N -0.32258 -1.31149 0.76534 -0.826
H 2.97536 -0.64822 -0.01672 0.215
H 2.34761 -1.76137 1.16075 0.201
H 1.97785 -0.00218 1.22352 0.205
H 0.91138 -1.98236 -0.83665 0.175
H 0.49639 -0.30877 -0.82933 0.186
H -0.73490 -2.22989 0.64094 0.352
H 0.08271 -1.34254 1.69833 0.341
C -1.53901 2.20750 -0.71563 -0.249
O -2.15178 0.97887 -1.00342 -0.718
H -0.69441 2.26973 -1.39101 0.178
H -0.99825 2.16064 0.24226 0.158
H -2.24152 3.03628 -0.74445 0.166
H -3.02122 0.93561 -0.59746 0.464

=====

x) 16
Properties=species:S:1:pos:R:3:nbo_charge:R:1 method="wB97M-V/def2-TZVPD" spin_multiplicity=1 gap_ev=10.9161 smiles=NCO.CC homo_energy_ev=-10.07
N -2.88327 -0.15913 -1.78934 -0.815
C -1.87196 0.68228 -1.04285 0.076
O -0.63008 -0.10443 -0.79606 -0.764
H -2.38100 -0.23178 -2.67681 0.348
H -2.66363 -1.13685 -1.39325 0.351
H -1.73887 1.61063 -1.60095 0.179
H -2.16334 0.92147 0.05085 0.154
H -0.67088 -0.49676 0.10080 0.473
C 1.96435 0.26070 0.50315 -0.623
C 1.80386 -0.52816 1.78642 -0.607
H 1.41261 1.22530 0.59791 0.201
H 1.53264 -0.14851 -0.42988 0.231
H 3.03384 0.37167 0.37427 0.201
H 2.48662 -0.15059 2.51618 0.208
H 0.76921 -0.49657 2.22548 0.186
H 1.99992 -1.61926 1.57408 0.201

=====

Pick w): it beats the second-best structure by 0.225 eV.

=====

w) 36
Properties=species:S:1:pos:R:3:nbo_charge:R:1 method="wB97M-V/def2-TZVPD" spin_multiplicity=1 gap_ev=7.7005 smiles=O.O.O.O.O.O.O.O.O.O.O.O homo_energy_ev=-7.89
O -0.73131 -0.27172 0.61373 -0.959
H 0.11036 0.13502 0.84854 0.464
H -0.86306 -0.02269 -0.30801 0.492
O 4.03204 0.25269 2.83138 -0.946
H 3.34153 0.69511 3.33779 0.478
H 4.63976 0.96212 2.59392 0.469
O -0.50035 3.29380 -2.40455 -0.944
H -1.35875 3.71372 -2.27884 0.479
H -0.40380 3.23952 -3.36201 0.465
O -5.32688 -0.09939 2.43237 -0.936
H -6.12476 -0.56514 2.15771 0.468
H -4.60874 -0.67187 2.13991 0.468
O -2.38245 3.87458 1.83407 -0.938
H -1.99217 2.99992 1.94189 0.472
H -2.34506 4.25856 2.71734 0.466
O 2.41699 2.06606 -1.44065 -0.926
H 2.85790 1.30296 -1.05046 0.453
H 1.64805 1.69100 -1.88456 0.472
O -3.97280 -2.72921 -0.97300 -0.910
H -3.83184 -3.16515 -1.82099 0.459
H -3.86709 -3.43554 -0.32577 0.450
O 4.18856 -0.44907 0.09861 -0.939
H 5.04230 -0.08267 0.35527 0.484
H 3.55894 0.24657 0.31923 0.465
O 1.58092 -2.00306 1.69486 -0.938
H 2.44656 -1.63567 1.90621 0.474
H 1.55265 -1.99744 0.73145 0.466
O -2.35385 -1.75689 -0.53813 -0.918
H -1.81106 -2.55115 -0.47882 0.450
H -2.36045 -1.40968 0.36098 0.468
O -1.37622 -0.25506 -2.90053 -0.925
H -1.93736 0.27715 -3.47574 0.468
H -0.52804 0.20262 -2.91154 0.459
O 3.57742 -1.97323 -1.26883 -0.939
H 3.27469 -1.70409 -0.39424 0.465
H 4.40740 -2.43272 -1.09859 0.461

=====

x) 36
Properties=species:S:1:pos:R:3:nbo_charge:R:1 method="wB97M-V/def2-TZVPD" spin_multiplicity=1 gap_ev=9.2660 smiles=O.O.O.O.O.O.O.O.O.O.O.O homo_energy_ev=-9.91
O 1.46390 1.71430 1.85630 -0.946
H 1.84765 1.03940 1.29642 0.464
H 1.08037 2.34346 1.24532 0.483
O 3.92627 -1.01028 1.57106 -0.924
H 3.25701 -0.48490 1.13255 0.467
H 3.44691 -1.75485 1.93446 0.458
O 2.16435 -0.78083 -2.63528 -0.955
H 2.78802 -1.44565 -2.34325 0.472
H 1.32129 -1.23379 -2.65263 0.487
O -3.03661 -0.09263 1.41803 -0.963
H -2.60209 -0.94212 1.34191 0.491
H -3.51204 0.00849 0.59342 0.487
O 0.54851 -0.05185 0.02860 -0.983
H 0.02378 -0.57080 -0.58098 0.495
H 0.13229 -0.18814 0.87973 0.494
O -1.50860 1.38022 3.46161 -0.958
H -1.82680 0.66546 2.91016 0.473
H -0.57925 1.45503 3.24495 0.480
O -0.70805 -1.64895 2.34057 -0.962
H -1.31455 -2.18871 2.84758 0.485
H 0.09234 -2.17137 2.28879 0.481
O 2.33186 1.48088 -1.28236 -1.001
H 2.34647 0.84828 -2.00058 0.494
H 1.71401 1.11266 -0.65077 0.472
O -2.00306 -0.98550 -1.09274 -0.975
H -1.50156 -1.61750 -1.60780 0.481
H -2.24880 -0.30567 -1.72019 0.490
O -1.74215 2.12814 0.09184 -0.972
H -1.88734 1.35262 0.63380 0.497
H -2.41227 2.74924 0.37720 0.485
O -0.39768 2.17800 -2.21091 -0.996
H -0.81311 2.08073 -1.35407 0.486
H 0.47430 2.52203 -2.01719 0.483
O -0.12033 -2.20270 -2.98040 -0.956
H -0.88145 -2.27399 -3.55645 0.496
H 0.13642 -3.10870 -2.80873 0.489

=====

y) 36
Properties=species:S:1:pos:R:3:nbo_charge:R:1 method="wB97M-V/def2-TZVPD" spin_multiplicity=1 gap_ev=9.8969 smiles=O.O.O.O.O.O.O.O.O.O.O.O homo_energy_ev=-9.78
O -1.80672 -2.43767 -2.13089 -0.940
H -2.07872 -2.94567 -1.39189 0.475
H -0.99772 -2.01967 -1.89189 0.464
O -0.90272 1.39233 3.85311 -0.963
H -0.85372 0.79433 4.64511 0.463
H -0.77372 0.78333 3.16511 0.491
O 2.57728 0.77833 2.05811 -0.940
H 2.68228 0.33133 2.89911 0.464
H 1.72528 1.12633 2.08411 0.484
O -0.01272 -0.92367 2.63511 -0.975
H 0.38628 -1.25667 3.45511 0.476
H -0.31772 -1.66767 2.10811 0.509
O -1.02572 0.93633 -3.26089 -0.960
H -1.73972 1.54333 -3.46889 0.482
H -0.84972 0.44733 -4.04489 0.494
O 0.14928 1.89733 0.90511 -0.963
H -0.35772 2.59833 1.22811 0.486
H 0.69228 2.21533 0.20811 0.504
O 0.43028 -3.19667 -0.50289 -0.976
H 0.35428 -2.24467 -0.56189 0.490
H 1.26528 -3.50267 -0.88089 0.474
O -0.51872 -0.50267 -0.27689 -0.996
H -0.67672 -0.24767 -1.17189 0.489
H -0.48572 0.32733 0.25111 0.514
O 1.48228 -1.06267 -2.92489 -0.946
H 1.78928 -1.91867 -3.16789 0.471
H 2.28328 -0.57767 -2.85489 0.476
O -3.13772 0.81933 1.70711 -0.949
H -2.63572 1.67433 1.58011 0.470
H -3.54572 0.79333 2.58611 0.481
O 0.66028 2.97033 -2.19089 -0.973
H 0.16328 2.15633 -2.36089 0.490
H 0.67428 3.34733 -3.07989 0.470
O 2.05328 -1.09067 0.11111 -0.978
H 1.29628 -0.62167 -0.26589 0.467
H 2.05228 -0.71567 0.94911 0.475

=====

z) 36
Properties=species:S:1:pos:R:3:nbo_charge:R:1 method="wB97M-V/def2-TZVPD" spin_multiplicity=1 gap_ev=10.7240 smiles=O.O.O.O.O.O.O.O.O.O.O.O homo_energy_ev=-10.78
O -1.05847 -2.42497 -2.49633 -0.956
H -1.45485 -3.26197 -2.25434 0.468
H -1.20103 -1.86285 -1.73479 0.488
O 2.75989 3.04287 2.54388 -0.946
H 2.37935 3.15505 1.67277 0.478
H 3.64507 2.71802 2.37908 0.467
O -2.00252 5.22546 0.86296 -0.948
H -2.36573 4.36240 0.66436 0.483
H -2.40622 5.80930 0.22079 0.465
O -0.17115 0.24178 -0.04085 -0.966
H 0.54711 -0.17116 0.43854 0.482
H -0.09845 1.17209 0.17237 0.483
O -3.23867 2.48347 -0.85134 -0.952
H -2.97784 2.83354 -1.70320 0.470
H -2.79341 1.63817 -0.79271 0.483
O 3.85004 -0.22654 0.03018 -0.950
H 3.86537 -1.18195 -0.02632 0.475
H 3.54478 0.05990 -0.83064 0.475
O 2.49875 -3.62215 -0.29589 -0.948
H 3.05572 -4.39545 -0.20637 0.473
H 2.19265 -3.65049 -1.20238 0.476
O 1.21927 3.39235 -0.50321 -0.957
H 1.73682 3.68759 -1.25234 0.475
H 0.53929 4.05866 -0.40373 0.483
O 2.30670 -1.09953 -3.47196 -0.946
H 2.63736 -1.96588 -3.70929 0.463
H 1.35708 -1.20988 -3.42427 0.483
O -3.96528 -1.39706 -0.09610 -0.948
H -4.58414 -0.76801 0.27477 0.476
H -4.51575 -2.04149 -0.54099 0.472
O 0.49414 -3.25336 2.91481 -0.946
H 0.04583 -4.09215 3.02288 0.468
H 0.97083 -3.34062 2.08935 0.479
O -2.48411 -1.16756 3.14711 -0.951
H -1.65445 -1.64279 3.19233 0.479
H -2.67405 -1.10484 2.21104 0.472

=====

Pick x): it beats the second-best structure by 0.362 eV.

=====

w) 18
Properties=species:S:1:pos:R:3:nbo_charge:R:1 method="wB97M-V/def2-TZVPD" charge=-1 spin_multiplicity=1 gap_ev=6.8812 smiles="CN[S@@](=O)([O-])=C(C)C" homo_energy_ev=-3.01
C 0.88915 -0.42336 2.38899 -0.433
N 1.66388 -0.61101 1.22318 -0.845
S 0.70132 -0.88962 -0.18846 1.972
O 1.64117 -1.24217 -1.23895 -1.004
O -0.13207 -2.09119 0.15723 -1.033
C -0.52865 0.90192 -0.50675 -0.333
C -1.98583 0.27963 -0.52846 -0.743
C -0.07261 1.08594 -1.91577 -0.718
H 0.05809 0.39034 2.21997 0.193
H 0.49533 -1.37876 2.58167 0.210
H 1.50685 -0.28074 3.20508 0.181
H 2.27648 0.11985 0.88983 0.367
H -1.81361 -0.70614 -0.15518 0.254
H -2.53632 0.94837 0.25595 0.197
H -2.34932 0.20789 -1.59904 0.168
H 1.06429 1.35857 -1.82397 0.203
H -0.29076 0.37131 -2.70664 0.169
H -0.58738 1.95916 -2.25868 0.192

=====

x) 18
Properties=species:S:1:pos:R:3:nbo_charge:R:1 method="wB97M-V/def2-TZVPD" charge=-1 spin_multiplicity=1 gap_ev="6.7234 / 7.8482" homo_energy_ev="-3.12 / -4.02"
C 2.40490 -0.75404 -0.52599 -0.598
C -2.74227 0.69919 1.58801 -0.439
C 1.32056 -0.68040 -1.58912 -0.475
C -0.07374 -1.13739 -1.14824 -0.420
N -1.94911 1.45043 0.73292 -0.858
O 0.21856 2.20626 -0.06958 -0.989
O 0.38949 0.68507 1.89455 -0.997
S -0.37481 1.10190 0.65382 1.909
H 1.96520 -0.75812 0.36022 0.223
H 2.91927 -1.79806 -0.59455 0.166
H 3.19306 -0.03407 -0.59712 0.207
H -3.49082 1.34930 1.92240 0.179
H -2.40471 0.25081 2.55891 0.166
H -3.14547 -0.07130 0.90347 0.165
H 1.52297 -1.30848 -2.58394 0.186
H 1.22814 0.50790 -1.95568 0.222
H -0.86337 -0.37465 -1.44405 0.188
H -0.11785 -1.33433 -0.10601 0.166

=====

Pick w): it beats the second-best structure by 1.022 eV.